*w*
ORCA calculation (wB97M-V/def2-TZVPD) on the molecule C2H4N2O3.

Geometry as XYZ:
```
11
Properties=species:S:1:pos:R:3:lowdin_charge:R:1
C -1.2192 0.1396 -0.0245 -0.645
C 0.8387 0.7481 -0.0332 -0.192
H -3.1220 -0.6226 -0.1885 0.147
H -1.7749 -1.7529 -0.4293 0.201
H 0.4869 1.6568 -0.0074 0.073
H 3.5979 -0.4359 0.4370 0.191
N -2.1395 -0.8324 0.2028 0.146
N 2.1576 0.7008 0.0212 0.025
O -1.4314 1.3441 0.0683 0.070
O 0.0225 -0.2739 -0.0815 0.128
O 2.5833 -0.6717 0.0352 -0.144
```

## Properties
- charge = 0
- frontier orbital gap (eV) = 10.045
- HOMO level (eV) = -9.58
- E_LUMO (hartree) = 0.017

*x*
ORCA calculation (wB97M-V/def2-TZVPD) on C2H4N2O3 as an isolated structure.

Geometry as XYZ:
```
11
Properties=species:S:1:pos:R:3:lowdin_charge:R:1
N 1.2461 -0.2612 0.3106 0.079
N 0.4186 0.7165 -0.3143 -0.018
C 0.5379 -1.2632 -0.2907 -0.473
C -0.8235 1.1037 0.3753 -0.295
O -1.0000 -1.1291 -0.1192 -0.025
O 0.9702 -2.3470 -0.5852 0.142
O -1.5579 1.9191 -0.1502 0.047
H -1.3135 -0.6600 -0.9107 0.089
H 1.4984 -0.2664 1.2937 0.154
H 0.8109 1.2756 -1.0687 0.155
H -0.7872 0.9118 1.4594 0.143
```

## Properties
- charge = 0
- frontier orbital gap (eV) = 10.710
- HOMO level (eV) = -10.43
- E_LUMO (hartree) = 0.010

Which structure is the most stable? The one labeled *x*.

*w*
ORCA calculation (wB97M-V/def2-TZVPD) on a 2-piece molecular cluster, C9H14 overall.

Geometry as XYZ:
```
23
Properties=species:S:1:pos:R:3:lowdin_charge:R:1
C -0.1946 2.1622 1.9106 -0.164
C -1.1081 1.4910 2.9711 -0.133
H -0.1977 1.6074 0.9715 0.012
H -0.3475 3.2049 1.6210 0.070
H 0.8018 2.1214 2.3407 0.065
H -2.1298 1.3843 2.6178 0.065
H -0.9723 2.0449 3.8914 0.071
H -0.6806 0.5231 3.0269 0.043
C 0.5229 1.1859 -1.6872 0.000
C 1.2851 -0.9444 -0.5674 0.104
C 0.3319 -0.2316 -1.3922 -0.196
C 1.0831 -2.3087 -0.2863 -0.029
C -0.7382 -0.9438 -1.8737 0.002
C 0.2037 -3.0629 -1.0071 0.038
C -0.7906 -2.3280 -1.7553 0.061
H 2.1510 -0.3963 -0.2116 0.143
H 1.9008 -2.8304 0.1988 0.129
H 1.5842 1.4014 -1.8230 0.116
H 0.1863 1.8314 -0.8673 0.092
H -1.4594 -0.4369 -2.4876 0.133
H 0.2671 -4.1341 -0.9200 0.135
H -1.5982 -2.9161 -2.1825 0.135
H -0.1008 1.5755 -2.4887 0.108
```

## Properties
- charge = +1
- spin multiplicity = 2
- frontier orbital gap (spin up / spin down) (eV) = 10.134 / 6.331
- HOMO level (spin up / spin down) (eV) = -14.67 / -14.67
- E_LUMO (spin up / spin down) (hartree) = -0.167 / -0.306

*x*
ORCA calculation (wB97M-V/def2-TZVPD) on a 2-piece molecular cluster, C9H14 overall.

Geometry as XYZ:
```
23
Properties=species:S:1:pos:R:3:lowdin_charge:R:1
C 3.6274 2.2722 -0.1968 -0.169
C 2.6528 1.8633 -1.2921 -0.177
H 3.1558 2.2900 0.8087 0.066
H 4.4945 1.6211 -0.1137 0.059
H 4.0316 3.2775 -0.3216 0.066
H 2.0431 1.0013 -1.0560 0.030
H 3.0459 1.7047 -2.2955 0.065
H 1.9313 2.6824 -1.4523 0.066
C -3.1151 -0.2800 -0.8965 0.001
C 0.2311 -1.3958 1.3257 0.016
C 0.1209 -1.9037 0.0391 -0.006
C -0.4793 -0.2705 1.7544 0.029
C -0.8752 -1.3365 -0.7882 0.076
C -1.5122 0.2558 0.9552 0.008
C -1.7680 -0.3407 -0.2477 -0.197
H 0.8144 -2.0127 2.0783 0.163
H 0.7877 -2.6900 -0.2735 0.127
H -0.2364 0.3551 2.5921 0.129
H -0.9409 -1.7390 -1.8048 0.144
H -2.1752 1.1012 1.3000 0.162
H -3.8747 -0.9983 -0.4906 0.140
H -2.8452 -0.4415 -1.9545 0.100
H -3.6511 0.6692 -0.8394 0.102
```

## Properties
- charge = +1
- spin multiplicity = 2
- frontier orbital gap (spin up / spin down) (eV) = 9.628 / 5.862
- HOMO level (spin up / spin down) (eV) = -14.24 / -14.24
- E_LUMO (spin up / spin down) (hartree) = -0.170 / -0.308

Which structure is the most stable? The one labeled *w*.

*w*
ORCA calculation (wB97M-V/def2-TZVPD) on a 2-piece molecular cluster, C9H14 overall.

Geometry as XYZ:
```
23
Properties=species:S:1:pos:R:3:lowdin_charge:R:1
C -2.8199 -1.4393 -0.8399 -0.137
C -1.4517 -1.1609 -1.4732 -0.155
H -3.5856 -1.6588 -1.5818 0.070
H -2.8383 -2.2468 -0.1194 0.065
H -3.1506 -0.5171 -0.3793 0.051
H -1.2028 -0.1031 -1.3459 0.040
H -1.3180 -1.3166 -2.5364 0.070
H -0.6688 -1.7245 -1.0287 0.038
C -0.8336 1.5824 0.9787 -0.004
C 2.0126 -0.9021 1.0815 -0.001
C 2.9292 -0.2179 0.2715 0.058
C 0.7634 -0.3514 1.1689 0.028
C 0.5055 1.0086 0.7787 -0.157
C 2.6493 1.0568 -0.3167 0.009
C 1.5038 1.7004 0.0280 0.021
H 2.2611 -1.8408 1.5339 0.128
H 3.9347 -0.6081 0.1578 0.136
H -0.0739 -0.9046 1.5748 0.136
H 3.4542 1.5231 -0.8535 0.128
H -1.4288 1.0070 1.6821 0.102
H -1.3209 1.7989 0.0354 0.111
H 1.4032 2.7391 -0.2592 0.140
H -0.7243 2.5758 1.4426 0.122
```

## Properties
- charge = +1
- spin multiplicity = 2
- frontier orbital gap (spin up / spin down) (eV) = 10.324 / 6.570
- HOMO level (spin up / spin down) (eV) = -14.70 / -14.74
- E_LUMO (spin up / spin down) (hartree) = -0.161 / -0.300

*x*
ORCA calculation (wB97M-V/def2-TZVPD) on a 2-piece molecular cluster, C9H14 overall.

Geometry as XYZ:
```
23
Properties=species:S:1:pos:R:3:lowdin_charge:R:1
C -0.1169 -0.9344 -2.9807 -0.147
C -0.1673 0.3715 -2.2051 -0.161
H 0.3625 -1.7205 -2.4106 0.053
H -1.1030 -1.2152 -3.3606 0.077
H 0.4818 -0.8288 -3.8767 0.068
H 0.6114 0.4330 -1.4473 0.054
H -0.1489 1.2753 -2.7935 0.072
H -1.0907 0.4147 -1.6173 0.047
C -0.5269 -1.9042 0.8786 0.010
C -1.0085 0.5731 1.0304 0.040
C -0.1026 -0.5416 1.2341 -0.174
C -0.6472 1.8573 1.3948 -0.021
C 0.6194 2.0904 1.8957 0.053
C 1.1924 -0.2668 1.6775 0.001
C 1.5599 1.0128 1.9877 0.029
H -1.9870 0.3747 0.6027 0.138
H -1.3828 2.6202 1.1980 0.130
H -1.5328 -2.1054 1.2485 0.114
H 0.1150 -2.6371 1.3746 0.106
H 0.8409 3.0888 2.2622 0.138
H 1.9124 -1.0600 1.8280 0.138
H 2.5924 1.2104 2.2656 0.136
H -0.4735 -2.1081 -0.1864 0.102
```

## Properties
- charge = +1
- spin multiplicity = 2
- frontier orbital gap (spin up / spin down) (eV) = 10.299 / 6.523
- HOMO level (spin up / spin down) (eV) = -14.73 / -14.78
- E_LUMO (spin up / spin down) (hartree) = -0.163 / -0.303

Which structure is the most stable? The one labeled *x*.

*w*
ORCA calculation (wB97M-V/def2-TZVPD) on a 2-piece molecular cluster, C5H16N3 overall.

Geometry as XYZ:
```
24
Properties=species:S:1:pos:R:3:lowdin_charge:R:1
C 1.5348 -0.1388 -1.9206 -0.169
C 2.8829 -0.1040 -1.2056 -0.151
H 1.4823 -0.2763 -2.9949 0.070
H 0.9935 -0.9359 -1.4156 0.044
H 0.9522 0.7421 -1.6763 0.030
H 3.5884 -0.8637 -1.5519 0.074
H 2.7631 -0.3235 -0.1418 0.051
H 3.3527 0.8771 -1.3040 0.068
C -0.9889 -1.0303 1.3974 -0.197
C 0.1908 -1.0679 2.3331 -0.075
C -1.6343 0.8998 0.0122 -0.445
N -1.4843 0.3979 1.2698 0.061
N -2.0779 0.1703 -1.0152 0.209
N -1.2436 2.1273 -0.1958 0.252
H -0.7329 -1.3856 0.4044 0.099
H -1.8322 -1.6131 1.7418 0.115
H 1.1409 -0.9954 1.8056 0.065
H 0.1888 -1.9944 2.9066 0.084
H -2.2781 0.5400 1.8795 0.154
H -2.9345 -0.3683 -0.9325 0.147
H -2.0739 0.4706 -1.9865 0.138
H -0.8907 2.6250 0.6082 0.149
H -1.1905 2.5388 -1.1127 0.144
H 0.2915 -0.2918 3.0948 0.084
```

## Properties
- charge = +1
- frontier orbital gap (eV) = 11.076
- HOMO level (eV) = -14.68
- E_LUMO (hartree) = -0.132

*x*
ORCA calculation (wB97M-V/def2-TZVPD) on a 2-piece molecular cluster, C5H16N3 overall.

Geometry as XYZ:
```
24
Properties=species:S:1:pos:R:3:lowdin_charge:R:1
C 0.1774 -1.3191 0.7179 0.021
C 2.8777 -0.9305 -0.3655 -0.023
C 2.4784 1.4485 -0.6616 0.021
C -3.0294 0.6004 -0.8988 -0.236
C 0.7589 -0.0134 0.2537 -0.313
N -3.2185 -0.0144 0.3579 -0.109
N -0.1324 1.0463 0.2317 0.176
N 1.9747 0.1203 -0.1471 -0.126
H 0.2524 -2.0514 -0.0410 0.086
H -0.8700 -1.0972 1.0560 0.082
H 0.5953 -1.8054 1.6351 0.122
H 2.7374 -1.8172 0.2179 0.108
H 2.9829 -0.9354 -1.4157 0.108
H 3.8422 -0.6563 -0.0529 0.091
H 2.3264 2.2021 0.0828 0.088
H 3.5489 1.4870 -0.9854 0.121
H 1.8920 1.7734 -1.5497 0.110
H -2.4534 1.4637 -0.7228 0.028
H -3.8995 0.7705 -1.5731 0.095
H -4.0584 0.3577 0.8284 0.087
H -1.1054 0.6395 0.6439 0.133
H -2.3185 -0.1471 -1.3973 0.099
H -0.0868 1.9194 -0.2344 0.096
H -3.3818 -1.0962 0.2136 0.133
```

## Properties
- charge = +1
- frontier orbital gap (eV) = 10.514
- HOMO level (eV) = -13.17
- E_LUMO (hartree) = -0.097

*y*
ORCA calculation (wB97M-V/def2-TZVPD) on a 2-piece molecular cluster, C5H16N3 overall.

Geometry as XYZ:
```
24
Properties=species:S:1:pos:R:3:lowdin_charge:R:1
C -0.9977 -1.0018 -2.0196 -0.251
C -0.5500 0.4040 -1.6485 -0.285
C -0.4518 1.3107 -2.8666 -0.098
N -1.2310 -1.8570 -0.8292 -0.012
H -0.2359 -1.4825 -2.6324 0.124
H -1.8918 -0.9372 -2.6411 0.120
H 0.4275 0.3303 -1.1620 0.095
H -1.2533 0.8162 -0.9151 0.107
H -1.4180 1.3944 -3.3615 0.080
H 0.2722 0.9146 -3.5768 0.082
H -0.1554 2.3175 -2.5816 0.076
H -1.2856 -2.8164 -1.1410 0.101
H -2.1505 -1.6419 -0.4612 0.103
C 1.5173 1.5422 3.2299 -0.028
N 0.3575 -1.3612 1.3038 0.164
C 0.5764 -0.1556 1.7460 -0.178
N 1.3293 0.1635 2.7735 0.010
H 2.5609 1.6924 3.4885 0.097
H 0.9086 1.7404 4.1099 0.096
H 1.2382 2.2292 2.4370 0.094
H 0.8291 -2.1138 1.7862 0.128
H -0.2642 -1.5870 0.4245 0.071
H 0.0911 0.6608 1.2248 0.143
H 1.7771 -0.5618 3.3128 0.160
```

## Properties
- charge = +1
- frontier orbital gap (eV) = 11.393
- HOMO level (eV) = -14.02
- E_LUMO (hartree) = -0.097

*z*
ORCA calculation (wB97M-V/def2-TZVPD) on a 2-piece molecular cluster, C5H16N3 overall.

Geometry as XYZ:
```
24
Properties=species:S:1:pos:R:3:lowdin_charge:R:1
C 0.1498 2.3492 0.8986 -0.022
C 2.9846 -1.0868 0.3992 0.033
C -2.7470 -1.6548 0.0285 -0.170
C 0.4908 1.7432 -0.5400 -0.187
C 1.6826 -0.4845 -0.0563 -0.307
N 0.6348 -1.2745 -0.2160 0.191
N 1.5586 0.8436 -0.3655 0.034
N -1.9551 -0.8891 -0.9465 -0.074
H 1.0448 2.5351 1.4390 0.061
H -0.4957 3.2322 0.8414 0.084
H -0.3888 1.6266 1.4723 0.060
H 3.8828 -0.6211 0.0729 0.088
H 2.9321 -2.1624 0.1185 0.113
H 2.9991 -1.0048 1.4551 0.090
H -2.5400 -2.7946 0.0054 0.100
H -2.4628 -1.4625 1.0691 0.065
H -3.8883 -1.6742 0.0922 0.095
H -0.2639 1.1538 -0.9052 0.046
H 0.7999 2.4469 -1.3900 0.163
H 0.6953 -2.1952 0.2181 0.134
H -0.3676 -0.9575 -0.5253 0.072
H 2.4591 1.2952 -0.2560 0.155
H -1.8638 0.1021 -0.7456 0.068
H -2.1856 -1.1091 -1.9166 0.110
```

## Properties
- charge = +1
- frontier orbital gap (eV) = 11.024
- HOMO level (eV) = -13.66
- E_LUMO (hartree) = -0.097

Which structure is the most stable? The one labeled *y*.